114
Properties=species:S:1:pos:R:3:lowdin_charge:R:1 method="wB97M-V/def2-TZVPD" e_tot_ha=-2668.7173 total_charge=+1
Zr -1.1223 -1.4020 -0.3274 1.9303
C -2.2210 -4.1250 -1.5481 -0.0482
N -2.7575 -2.7750 -1.2472 -0.3719
C -3.8728 -2.8954 -0.2752 -0.0474
C -3.2158 -2.1481 -2.5128 -0.1677
C -3.6152 -0.7046 -2.2923 -0.1613
N -2.5113 0.0763 -1.6748 -0.2163
C -1.6502 0.6344 -2.7609 -0.0994
C -0.2132 0.9006 -2.4076 -0.1430
C 0.3302 2.1628 -2.5434 0.0257
C 1.6981 2.3679 -2.3914 -0.1401
C 2.4895 1.2573 -2.1367 0.0404
C 2.0084 -0.0521 -2.0065 -0.0690
C 0.6234 -0.1885 -2.1126 -0.2458
O -0.0297 -1.3962 -1.9346 -0.2908
C 3.0403 -1.1699 -1.7826 -0.5185
C 4.1511 -1.0359 -2.8402 -0.0413
C 3.6589 -1.0097 -0.3870 -0.0256
C 2.4925 -2.5937 -1.9153 -0.0536
C 2.2766 3.7719 -2.5540 -0.5513
C 2.0260 4.2465 -3.9919 -0.0372
C 1.5713 4.7172 -1.5737 -0.0535
C 3.7780 3.8184 -2.2802 -0.0590
C -3.1282 1.1717 -0.8625 -0.1063
C -2.2547 1.9270 0.0965 -0.1403
C -2.2716 3.3093 0.1143 0.0187
C -1.6855 4.0145 1.1624 -0.1466
C -1.0668 3.2754 2.1619 0.0460
C -1.0112 1.8755 2.1985 -0.0701
C -1.6270 1.2243 1.1292 -0.2222
O -1.7208 -0.1449 1.0153 -0.2797
C -0.2708 1.1653 3.3355 -0.5218
C -0.0656 2.0892 4.5411 -0.0592
C -1.0363 -0.0624 3.8510 -0.0346
C 1.1154 0.7570 2.8209 -0.0252
C -1.8258 5.5351 1.2315 -0.5510
C -1.2717 6.1788 -0.0441 -0.0435
C -3.3181 5.8738 1.3641 -0.0402
C -1.0876 6.1329 2.4277 -0.0585
H -2.9718 -4.7067 -2.0900 0.1084
H -1.9682 -4.6302 -0.6203 0.0875
H -1.3303 -4.0309 -2.1714 0.1009
H -4.7448 -3.3490 -0.7552 0.1113
H -4.1544 -1.9154 0.1112 0.0889
H -3.5487 -3.5117 0.5585 0.0930
H -4.0671 -2.7154 -2.9046 0.1398
H -2.3970 -2.2216 -3.2307 0.1251
H -4.4806 -0.6552 -1.6338 0.1154
H -3.9171 -0.2506 -3.2410 0.1428
H -2.1212 1.5517 -3.1275 0.1373
H -1.6640 -0.0925 -3.5757 0.1331
H -0.3281 2.9908 -2.7776 0.1215
H 3.5525 1.4043 -2.0279 0.0959
H 4.7256 -0.1177 -2.7369 0.0772
H 3.7397 -1.0686 -3.8503 0.0973
H 4.8510 -1.8662 -2.7337 0.0896
H 4.1190 -0.0282 -0.2663 0.0860
H 4.4344 -1.7649 -0.2405 0.0937
H 2.9091 -1.1340 0.3946 0.0665
H 2.0168 -2.7598 -2.8820 0.0949
H 1.7818 -2.8385 -1.1318 0.0421
H 3.3315 -3.2881 -1.8275 0.0907
H 0.9598 4.3059 -4.2150 0.0800
H 2.4849 3.5675 -4.7123 0.0932
H 2.4526 5.2398 -4.1411 0.0900
H 0.4976 4.7586 -1.7575 0.0580
H 1.9648 5.7304 -1.6749 0.0952
H 1.7210 4.3929 -0.5415 0.0956
H 4.3446 3.2152 -2.9919 0.0891
H 4.0196 3.4795 -1.2709 0.0910
H 4.1281 4.8470 -2.3741 0.0905
H -3.9148 0.6919 -0.2737 0.1302
H -3.6157 1.8730 -1.5483 0.1361
H -2.7973 3.8351 -0.6751 0.1196
H -0.6096 3.8124 2.9766 0.0869
H -1.0105 2.4889 4.9122 0.0977
H 0.6026 2.9223 4.3227 0.0832
H 0.3962 1.5170 5.3470 0.0901
H -2.0337 0.2140 4.1984 0.0994
H -0.4962 -0.4848 4.7011 0.0876
H -1.1555 -0.8359 3.0969 0.0526
H 1.7033 1.6425 2.5712 0.0941
H 1.0588 0.1339 1.9347 0.0531
H 1.6558 0.2017 3.5923 0.0946
H -1.7666 5.8007 -0.9401 0.0785
H -0.2018 5.9910 -0.1430 0.0620
H -1.4250 7.2587 -0.0151 0.0926
H -3.8842 5.5420 0.4925 0.0794
H -3.4537 6.9527 1.4575 0.0891
H -3.7485 5.3985 2.2469 0.0930
H -0.0199 5.9064 2.4016 0.0909
H -1.4919 5.7780 3.3773 0.0896
H -1.1946 7.2180 2.4125 0.0904
C 0.3246 -7.5033 3.7562 -0.0205
C 0.9374 -7.1528 2.4316 -0.1872
C 1.6201 -8.1026 1.6826 -0.0534
C 2.2025 -7.7709 0.4696 -0.6633
Cl 3.0555 -8.9861 -0.4288 0.6790
C 2.1135 -6.4864 -0.0329 -0.0941
C 1.4234 -5.5297 0.6977 -0.0020
C 0.8505 -5.8614 1.9157 -0.2170
O 0.1345 -4.9471 2.6675 -0.0219
C 0.5787 -3.6206 2.6170 -0.0770
C -0.0284 -2.8588 1.4648 -0.5687
O -1.1995 -3.1247 1.0451 -0.0865
O 0.6003 -1.9178 0.8947 -0.1082
H 0.2080 -8.5816 3.8460 0.0835
H -0.6497 -7.0348 3.8821 0.0830
H 0.9564 -7.1640 4.5790 0.0938
H 1.7043 -9.1164 2.0507 0.1178
H 2.5727 -6.2360 -0.9786 0.1066
H 1.3561 -4.5265 0.2966 0.0932
H 1.6665 -3.5341 2.5653 0.1571
H 0.2254 -3.1203 3.5244 0.1528

=====

59
Properties=species:S:1:pos:R:3:lowdin_charge:R:1 method="wB97M-V/def2-TZVPD" smiles="O=C1OC(=O)C(S)=C1O.COCCOC.COCCOC.COCCOC" e_tot_ha=-1779.2690
O -2.5280 1.7252 -4.0362 0.1930
C -2.6783 2.6272 -4.7968 -0.3658
O -1.6712 3.3679 -5.3696 0.1319
C -2.1877 4.6888 -5.3838 -0.4245
O -1.5129 5.6349 -5.1902 0.1977
C -3.6579 4.5564 -5.5616 -0.4693
S -4.7561 5.8002 -6.1169 0.8555
C -3.9687 3.2971 -5.2252 -0.2410
O -5.1667 2.6927 -5.1811 0.1074
H -5.2666 6.1272 -4.9262 -0.1095
H -5.1810 1.9394 -5.7885 0.1431
C 1.3801 -1.2273 -1.9488 -0.1100
O 0.3629 -1.8793 -1.2125 -0.1864
C 0.3466 -1.5259 0.1620 -0.1975
C -0.7445 -0.5271 0.4699 -0.1958
O -0.4973 0.7224 -0.1543 -0.2168
C -1.2753 0.9369 -1.3211 -0.1122
H 1.1965 -1.4233 -3.0037 0.0892
H 1.3689 -0.1470 -1.7817 0.0792
H 2.3668 -1.6237 -1.6832 0.0880
H 1.3201 -1.1303 0.4682 0.1253
H 0.1598 -2.4409 0.7332 0.1146
H -0.7688 -0.3572 1.5512 0.1284
H -1.7187 -0.9234 0.1674 0.1261
H -2.3225 1.1218 -1.0592 0.0913
H -1.2190 0.0884 -2.0051 0.0836
H -0.8800 1.8177 -1.8228 0.0840
C 1.4635 2.7128 1.2832 -0.1036
O 2.1451 3.9345 1.0440 -0.1867
C 3.3568 4.0596 1.7646 -0.2120
C 4.5556 3.7720 0.8893 -0.2074
O 4.5934 2.4141 0.4799 -0.1899
C 4.1377 2.2086 -0.8439 -0.1107
H 0.6591 2.6302 0.5623 0.0710
H 2.1289 1.8537 1.1664 0.0837
H 1.0356 2.7053 2.2928 0.0926
H 3.3608 3.3949 2.6343 0.1253
H 3.4216 5.0913 2.1259 0.1242
H 5.4696 3.9666 1.4596 0.1240
H 4.5502 4.4365 0.0199 0.1255
H 4.8628 2.5946 -1.5693 0.0884
H 3.1684 2.6835 -1.0148 0.0849
H 4.0357 1.1342 -0.9897 0.0825
C -2.0849 -4.2065 2.5068 -0.1086
O -1.0661 -3.7896 3.3963 -0.1971
C -1.2060 -4.3142 4.7066 -0.2063
C -0.2667 -5.4731 4.9492 -0.2078
O -0.5965 -6.5950 4.1475 -0.1894
C 0.2413 -6.7487 3.0170 -0.1104
H -1.7851 -3.9039 1.5044 0.0793
H -2.2213 -5.2904 2.5209 0.0858
H -3.0346 -3.7188 2.7527 0.0900
H -2.2394 -4.6244 4.8886 0.1266
H -0.9647 -3.5102 5.4088 0.1253
H -0.3501 -5.7822 5.9958 0.1254
H 0.7666 -5.1614 4.7691 0.1261
H 1.2418 -7.0788 3.3169 0.0886
H 0.3245 -5.8198 2.4474 0.0822
H -0.2037 -7.5139 2.3836 0.0889

=====

26
Properties=species:S:1:pos:R:3:lowdin_charge:R:1 method="wB97M-V/def2-TZVPD" s_squared=2.004 multiplicity=3 e_tot_ha=-1275.2448 total_charge=+3
Pr 0.2881 -0.1286 -0.2278 1.2854
O -2.7868 -1.5543 -1.9574 0.2253
C -1.8930 -1.0946 -1.3893 0.0314
C 1.5269 1.2401 1.6538 0.0288
O 2.1357 1.8220 2.4397 0.2304
C -0.2274 2.1327 -1.3849 0.0240
O -0.4084 3.1259 -1.9404 0.2369
C 0.1406 -2.0990 1.4414 0.0295
O 0.1203 -3.0078 2.1592 0.2333
C 3.3132 -1.8410 -3.0758 -0.0785
H 3.0159 -2.8909 -2.9201 0.0642
H 2.8826 -1.3400 -3.9582 0.0636
C 4.2045 -1.2371 -2.2877 -0.0698
H 4.5525 -0.2095 -2.4820 0.0666
H 4.6851 -1.7598 -1.4447 0.0672
C -4.3142 0.3916 3.0617 0.0437
N -3.4289 1.4041 2.4387 -0.1125
C -3.6341 2.8623 2.6043 0.0437
C -2.4218 0.9963 1.7304 -0.1313
N -1.5017 0.6298 1.0890 0.0327
H -5.0878 0.8985 3.6168 0.1107
H -3.7349 -0.2754 3.7191 0.1162
H -4.7527 -0.2615 2.2916 0.1155
H -2.7434 3.3279 3.0536 0.1162
H -3.7546 3.3458 1.6228 0.1157
H -4.5050 3.0256 3.2198 0.1109

=====

14
Properties=species:S:1:pos:R:3:lowdin_charge:R:1 method="wB97M-V/def2-TZVPD" smiles=CC.O.O e_tot_ha=-232.6570
C -1.5939 1.7243 -0.5542 -0.1605
C -0.8874 2.8587 -1.2970 -0.1803
H -1.2566 0.7177 -0.7685 0.0461
H -1.5719 1.8860 0.5216 0.0616
H -2.6466 1.8594 -0.8259 0.0627
H 0.1114 3.0470 -0.8920 0.0576
H -1.3846 3.8280 -1.3093 0.0601
H -0.7114 2.6657 -2.3588 0.0592
H 1.1687 -3.1037 2.9733 0.0428
H 1.1794 -2.3745 1.6993 0.0067
O 0.8170 -2.2795 2.5890 -0.0714
H 0.9484 -2.5113 -1.1221 0.0408
H 0.8199 -1.0044 -0.7431 0.0297
O 1.4508 -1.7231 -0.8860 -0.0550